Molecular formula: C48H40As2FeN2O4S
Method: DFT, ωB97M-V with the def2-TZVPD basis set

Structure (XYZ):
```
98
Properties=species:S:1:pos:R:3:forces:R:3:mulliken_charge:R:1
H -2.338 -4.077 -0.764 -0.0059 -0.0278 0.0176 0.419
H 3.964 3.137 -4.812 -0.0155 -0.0138 0.0463 0.370
C 4.979 -1.217 2.190 0.0364 -0.0456 0.0251 -0.714
H 2.136 1.468 -4.821 0.0153 0.0140 0.0568 0.463
C -3.092 -6.294 1.678 -0.0092 -0.0002 -0.0294 -0.373
C -4.830 -0.376 -0.102 0.0402 -0.0706 -0.0716 -0.736
H 2.468 -8.124 -1.015 0.0047 0.0499 0.0197 0.400
C 4.303 -0.733 -0.462 0.0235 0.0178 0.0932 -0.345
C -1.827 -6.436 2.237 0.0294 0.0139 -0.0043 -0.911
C -3.268 -5.444 0.598 0.0298 0.0042 0.0114 -0.979
C 0.288 -4.118 0.085 0.0136 0.1227 0.0928 2.722
H -0.425 6.413 2.896 0.0257 0.0283 0.0611 0.370
O -7.396 -0.056 -1.258 0.0581 -0.0224 -0.1121 -0.572
H 0.468 -6.815 -0.437 -0.0006 -0.0111 0.0180 0.439
H -0.688 5.298 -1.229 0.0342 0.0227 -0.0073 0.333
O -0.477 -0.996 -1.386 -0.1030 0.1723 0.1846 -0.768
C 3.802 -6.449 -0.868 0.0284 0.0590 0.0083 -0.511
C -0.746 -5.748 1.710 -0.0178 0.0048 0.0305 -0.024
H -0.277 -3.607 -1.974 -0.0241 0.0520 -0.0091 0.319
H -0.335 8.800 2.246 -0.0027 -0.0315 -0.0165 0.387
C -0.403 8.032 1.485 -0.0125 -0.0222 -0.0294 -0.552
C 3.519 -0.210 0.563 -0.1949 -0.1768 0.0452 0.418
H 6.052 -1.867 -0.959 -0.0177 0.0222 0.0425 0.443
C -3.563 -0.380 0.446 0.0433 0.0125 0.1951 -0.323
H 5.230 -1.422 3.224 -0.0244 0.0229 -0.0471 0.405
C 2.082 1.299 -2.679 0.0301 0.0076 0.0409 0.052
H 1.564 3.792 -0.138 0.0017 0.0543 -0.0827 0.464
H 0.231 -5.837 2.166 -0.0037 -0.0139 -0.0175 0.501
H 3.289 2.571 1.490 0.1499 0.0284 0.0149 0.622
C 2.629 1.722 -1.469 -0.1355 -0.2867 -0.1323 0.072
C -2.183 -4.752 0.068 0.0033 -0.0327 -0.0167 -0.169
C 4.139 3.159 -2.671 -0.0136 0.0046 -0.0401 -0.680
H 4.868 -4.594 -0.656 -0.0238 -0.0066 0.0103 0.384
C -0.114 -1.977 -0.672 -0.0370 -0.1651 -0.0245 -0.383
H -0.410 9.430 -0.145 -0.0125 -0.0434 0.0157 0.373
C -0.450 8.386 0.143 0.0083 0.0004 0.0379 -0.431
H -0.596 7.675 -1.878 -0.0077 -0.0101 0.0440 0.403
C -3.057 2.031 -2.049 -0.0722 0.0643 0.0299 -0.782
C -0.596 6.061 -0.464 -0.0274 0.0408 0.0347 0.074
C -1.414 3.043 -0.011 -0.0524 -0.0713 -0.0183 0.204
C 3.904 -5.086 -0.611 -0.0412 0.0390 0.0090 -0.692
C 2.562 1.804 -3.883 0.0093 0.0209 0.0054 -0.779
C 2.562 -7.064 -0.807 -0.0415 0.0019 -0.0063 -0.962
C -3.618 2.634 -0.925 0.0555 0.0577 -0.0826 -0.715
As 1.964 0.882 0.160 0.6438 0.7934 0.0862 1.640
H 1.874 2.069 2.393 -0.0292 -0.0589 0.0454 0.753
C 5.785 -1.703 1.170 -0.0272 -0.0237 -0.1060 -0.511
C -0.862 2.450 -1.153 -0.1233 0.3374 0.1159 -0.306
H 4.686 -7.025 -1.113 -0.0319 0.0250 0.0026 0.407
C -3.288 0.288 1.651 -0.1039 -0.0465 -0.2189 0.451
H -2.769 -0.915 -0.062 0.0149 -0.0383 -0.0273 0.427
H 1.920 4.526 1.397 0.0929 0.0837 0.0854 0.602
H -4.696 2.711 -0.836 0.0529 -0.0315 0.0070 0.437
H -4.154 1.470 3.213 -0.0334 -0.0249 -0.0317 0.476
H 2.869 -3.284 -0.082 0.0033 -0.0929 0.0103 0.220
H -3.698 1.629 -2.826 0.0262 0.0286 0.0456 0.428
C 2.222 2.384 1.410 -0.2170 0.1753 -0.2042 -1.399
H 1.284 0.563 -2.673 -0.0203 -0.0007 -0.0318 0.374
O 0.987 -3.217 2.272 -0.0770 0.0801 -0.2697 -0.709
C 5.439 -1.472 -0.157 0.0052 -0.0370 0.0854 -0.823
C 1.525 -4.963 -0.212 -0.0937 0.0018 0.0292 -0.461
C 3.588 2.739 -3.877 0.0054 0.0004 0.0434 -0.652
H 0.202 2.502 -1.321 0.1435 -0.0593 -0.0306 0.843
S -1.672 0.342 2.348 0.0227 0.2289 -0.1736 -0.417
H 4.042 -0.562 -1.497 -0.0014 0.0608 -0.0596 0.414
H -3.252 3.569 0.967 -0.0466 -0.0105 -0.0022 0.406
C -0.537 5.697 0.879 0.0925 -0.0091 0.0277 0.194
H 4.118 2.970 -0.541 0.0032 0.0174 0.0149 0.380
H -8.027 0.592 1.593 0.0348 -0.0182 0.1379 0.315
H -6.406 1.456 2.272 0.0100 -0.0090 0.0025 0.288
H -3.935 -6.840 2.086 0.0508 0.0582 -0.0091 0.406
C -0.911 -4.912 0.605 -0.0008 0.0794 -0.0206 -0.754
C -2.807 3.121 0.087 0.0649 -0.0679 -0.0415 -0.749
H -1.685 -7.079 3.098 0.0061 0.0279 -0.0497 0.385
C -5.882 0.262 0.547 -0.0886 -0.0323 -0.0170 0.749
H 6.677 -2.271 1.408 -0.0434 0.0084 -0.0136 0.407
Fe -0.505 0.371 0.339 -0.1276 -1.1002 -0.0095 0.719
H -4.253 -5.306 0.168 0.0464 -0.0108 -0.0008 0.432
C 2.774 -4.349 -0.287 0.0127 0.0442 0.0527 0.035
H -5.033 -0.873 -1.044 0.0426 0.0116 0.0633 0.549
C -0.450 6.692 1.850 -0.0321 0.0176 -0.1316 -0.468
As -0.423 3.835 1.497 -0.0298 0.0590 -0.1517 0.359
C -0.553 7.401 -0.830 -0.0088 -0.0577 0.0033 -0.768
N 0.230 -1.782 0.608 0.0680 -0.0338 0.0750 0.285
C 1.431 -6.324 -0.480 -0.0053 0.0613 -0.0496 -0.151
H 3.209 -0.123 2.689 0.0193 0.0062 0.0207 0.395
C -1.682 1.945 -2.167 -0.0263 -0.1232 0.0525 -0.454
C -4.349 0.934 2.291 -0.0247 0.0197 0.0078 -1.232
C 3.845 -0.478 1.888 -0.0784 0.0028 0.0130 -0.595
C -7.227 0.210 -0.102 0.0114 0.0254 0.0576 0.685
C 1.474 3.646 0.938 -0.0533 -0.3127 0.0816 -1.266
O -8.300 0.472 0.679 -0.0134 0.0435 -0.0580 -0.481
C 3.666 2.649 -1.471 0.0422 0.0044 -0.0689 -0.374
N -0.045 -3.272 -1.056 0.0215 0.0249 0.0309 0.221
C -5.624 0.913 1.750 0.0191 0.0806 0.1105 -0.787
H -1.234 1.486 -3.041 -0.0036 0.0268 0.0606 0.418
C 0.564 -2.990 1.164 0.0800 -0.0848 -0.0316 -0.409
H 4.945 3.885 -2.666 -0.0388 -0.0379 -0.0029 0.431
```
Positions in Å, forces in eV/Å.

Summary:
M: 946.61 g/mol
E: -228497.4708 eV
charge: 0
expectation value of S²: 6.014
energy relative to the best compared isomer or geometry (same formula, charge and spin): 8.8 kcal/mol
multiplicity: 5
E_HOMO (alpha / beta): -7.695 / -7.789 eV
frontier orbital gap (alpha / beta): 8.09 / 7.73 eV

---

Molecular formula: C21H40N10O5PTc
Method: DFT, ωB97M-V with the def2-TZVPD basis set

Structure (XYZ):
```
78
Properties=species:S:1:pos:R:3:forces:R:3:mulliken_charge:R:1
H 0.048 3.326 1.418 -0.1405 0.0251 -0.0774 0.404
H 2.890 -1.860 -0.151 -0.0163 -0.0066 -0.0110 0.425
H -1.977 1.960 -1.836 0.0029 -0.0560 0.0155 0.298
N -0.335 2.463 1.800 -0.1208 0.1736 -0.0007 -0.182
C 1.312 -0.153 3.531 -0.0844 0.0879 -0.3416 0.291
H -1.298 -4.127 -3.710 0.0106 -0.0275 -0.0473 0.309
N -1.756 2.328 -0.913 -0.1616 0.2190 -0.0130 -0.275
C 2.111 -0.762 4.510 -0.0241 -0.1494 0.1467 0.474
C -3.016 2.827 -0.261 0.1326 -0.0427 -0.0838 -0.794
C -2.421 1.561 2.741 0.0026 0.0215 -0.1820 -0.455
C 2.000 -2.198 4.911 0.2065 -0.0723 0.2520 0.678
Tc -0.759 0.859 0.347 0.3610 0.3008 0.0058 -0.500
C 2.793 -0.809 0.117 0.0116 0.0520 -0.0325 -0.512
H 2.975 -1.876 6.558 -0.0605 -0.0375 0.0067 0.310
C -1.964 -4.055 -1.172 0.1212 0.3319 -0.0347 -0.850
C 3.230 1.534 -3.414 0.0008 -0.0213 0.0667 -0.505
H -4.149 -2.116 -2.816 -0.0211 0.0085 0.0006 0.385
O 1.418 -2.971 4.209 -0.0829 -0.0039 -0.2216 -0.471
C -0.166 -2.425 -1.084 -0.1738 0.4408 0.0886 -1.096
H 3.208 2.184 4.093 0.0100 0.0040 0.0183 0.203
N -3.086 -3.120 -1.303 -0.1499 -0.2220 -0.1284 0.203
O -0.824 -1.150 3.543 -0.2247 -0.0777 0.0315 -0.518
H -2.226 -4.983 -1.673 -0.0109 -0.0463 -0.0224 0.322
H 0.466 2.072 2.337 -0.0643 -0.0598 0.1791 0.290
N -0.747 -3.514 -1.797 -0.0934 -0.2974 -0.2002 0.201
H 0.846 3.264 -1.766 0.0509 0.0333 0.0532 0.212
H 5.248 0.792 -3.396 -0.0068 -0.0041 -0.0055 0.392
H 1.790 3.658 -3.192 -0.0088 0.0092 -0.0088 0.491
C 3.018 0.216 4.845 0.1607 0.2619 -0.0788 -0.740
N 2.140 1.753 -2.440 -0.0660 0.0893 -0.0690 0.001
H 1.862 -0.644 0.644 0.0407 -0.0434 -0.0615 -0.510
H -3.005 0.039 1.526 0.0824 -0.0333 0.0175 0.238
H -3.821 -1.304 -0.617 -0.0428 -0.0186 0.0126 0.351
H -2.630 -0.243 -3.093 -0.0392 -0.0167 -0.0367 0.544
C 1.232 2.866 -2.699 -0.0103 -0.1563 -0.0422 -0.979
N -2.633 0.974 1.359 -0.1450 0.1384 0.2143 -0.010
H 2.900 0.826 -4.177 -0.0398 0.0071 -0.0149 0.269
P -1.411 -0.986 -1.061 -0.3217 -0.7641 -0.2118 3.357
H 3.839 -1.053 -2.629 -0.0226 -0.0333 0.0152 0.291
O -0.077 -0.431 1.564 0.3691 0.0605 0.5020 0.522
H 3.855 0.221 5.529 -0.0414 0.0148 -0.0362 0.445
H -1.139 3.117 -1.095 -0.0183 0.0080 -0.0431 0.232
C -1.014 -3.206 -3.208 -0.0591 0.1506 0.2465 -0.950
H 3.622 -0.549 0.776 0.0206 0.0107 -0.0141 0.492
H -1.988 0.768 3.344 -0.0346 -0.0362 0.0215 0.240
C -3.647 1.695 0.516 0.0192 -0.0953 0.1088 -0.353
O 2.595 -2.598 6.041 -0.0815 0.2073 -0.1995 -0.455
C 4.059 -0.236 -1.940 -0.0438 0.0030 0.0481 -0.609
C -3.316 -2.812 -2.718 0.2118 0.1334 0.1371 -0.982
H -3.386 1.821 3.176 -0.0289 0.0050 -0.0074 0.544
C 0.057 -0.649 2.925 -0.3929 -0.2022 -0.3508 -0.301
N 2.730 1.296 4.092 0.0023 -0.0886 -0.0332 -0.382
C -1.501 2.767 2.693 0.1715 -0.0695 -0.2259 -0.767
C 1.993 0.961 -1.372 -0.2468 0.2454 -0.0778 0.264
H 3.429 2.482 -3.907 0.0002 0.0269 0.0323 0.374
H 0.733 -2.065 -1.588 0.0562 -0.0217 -0.0008 0.366
H -2.755 3.667 0.377 0.0390 -0.0007 0.0233 0.264
H -4.071 0.964 -0.174 0.0112 -0.0188 0.0033 0.215
C -1.793 -0.921 -2.912 0.0989 0.1809 0.4073 -1.308
H 0.408 2.575 -3.357 0.0198 -0.0108 0.0136 0.250
N 2.864 0.008 -1.096 0.2477 -0.3111 0.0936 0.306
H -3.570 -3.735 -3.233 -0.0302 -0.0276 -0.0378 0.314
H -4.459 2.064 1.142 -0.0185 -0.0166 0.0098 0.482
N 1.691 1.091 3.265 0.3129 -0.1497 0.4174 -0.436
H -0.916 -0.539 -3.439 0.0192 -0.0125 -0.0433 0.398
H 4.818 1.774 -1.994 0.0361 -0.0132 -0.0341 0.300
O 0.963 1.174 -0.591 0.1242 0.0583 -0.1258 -0.518
H 0.079 -2.685 -0.053 -0.0410 -0.0205 0.0162 0.408
C 4.451 1.016 -2.689 -0.0439 0.0393 0.0672 -0.717
N -2.116 -2.248 -3.353 -0.1027 -0.3195 -0.1589 0.235
H -0.113 -2.813 -3.678 0.0170 0.0145 -0.0037 0.370
H -3.715 3.200 -1.008 -0.0039 0.0209 -0.0326 0.553
C -2.946 -1.946 -0.496 0.3108 0.2640 -0.0314 -1.483
H -2.835 -2.205 0.560 0.0447 -0.0441 0.0063 0.519
H -1.774 -4.263 -0.120 -0.0042 -0.0218 0.0189 0.411
H -2.009 3.647 2.309 -0.0202 0.0327 0.0098 0.336
H 4.855 -0.570 -1.278 -0.0009 0.0161 0.0388 0.401
H -1.164 3.010 3.699 0.0180 -0.0260 0.0359 0.481
```
Positions in Å, forces in eV/Å.

Summary:
M: 641.59 g/mol
E: -59029.0034 eV
charge: +3
expectation value of S²: 3.775
energy relative to the best compared isomer or geometry (same formula, charge and spin): 6.9 kcal/mol
multiplicity: 4
E_HOMO (alpha / beta): -16.435 / -16.333 eV
frontier orbital gap (alpha / beta): 7.72 / 5.53 eV